# C18H31InN2Se

A structure of composition C18H31InN2Se at a distorted geometry (ωB97M-V/def2-TZVPD, the Open Molecules 2025 dataset).

```
53
Properties=species:S:1:pos:R:3:forces:R:3:mulliken_charge:R:1
C 1.837434 2.786141 -0.853075 0.18 -0.09 0.04 -0.669
H 2.636167 3.523687 -0.702693 -0.11 -0.24 0.02 0.421
H 2.114196 2.168889 -1.718517 -0.03 0.16 0.09 0.151
H 1.859610 2.124627 0.033963 0.11 0.23 -0.16 0.057
C 0.508980 3.506620 -1.068393 0.02 0.13 -0.12 0.069
H -0.278663 2.796110 -1.365451 0.10 0.15 -0.05 0.091
H 0.165849 3.956289 -0.127141 0.07 -0.01 -0.10 0.323
C 0.649573 4.591197 -2.139414 -0.14 -0.03 0.04 -1.408
H -0.289376 5.132312 -2.271710 0.10 -0.02 -0.02 0.367
H 1.421835 5.314965 -1.856830 -0.13 -0.13 -0.06 0.360
H 0.925456 4.155001 -3.105889 0.01 0.07 0.14 0.343
C -0.959725 -2.104848 -0.218251 -0.41 0.05 -0.08 0.574
C -1.608819 -1.276568 -1.185427 -0.58 -0.24 1.06 0.334
C -0.635760 -0.897198 -2.156039 0.64 0.32 -0.71 0.671
C 0.599427 -1.507035 -1.805003 0.22 -0.15 0.05 0.812
C 0.392394 -2.286696 -0.630927 0.20 0.09 -0.16 0.485
C 1.381040 -3.164382 0.029026 0.28 -0.11 0.01 -1.388
C 1.868230 -1.383557 -2.561381 0.19 0.07 -0.02 -1.522
C -0.872898 -0.048198 -3.350160 -0.07 0.17 0.07 -1.422
C -3.046398 -0.911833 -1.183598 -0.19 0.16 -0.14 -1.468
C -1.589255 -2.697385 0.984183 -0.16 -0.10 0.33 -1.623
In -0.189162 0.775570 0.526583 -0.26 0.48 -0.66 0.421
H 2.728948 -1.689556 -1.956145 -0.19 0.07 -0.22 0.392
H 1.831233 -2.035454 -3.448386 0.07 0.18 0.13 0.359
H 2.034143 -0.352352 -2.909987 -0.09 -0.34 0.04 0.313
H 2.407586 -2.901167 -0.256031 -0.27 -0.14 0.08 0.400
H 1.304160 -3.135338 1.125455 -0.09 -0.07 -0.34 0.378
H 1.205374 -4.205890 -0.289918 0.06 0.20 0.10 0.387
H -2.431273 -2.095013 1.352628 0.14 -0.18 -0.25 0.374
H -1.986663 -3.698422 0.749965 0.08 0.19 0.08 0.400
H -0.877870 -2.809867 1.814123 -0.06 -0.07 -0.33 0.339
H -3.237172 -0.020791 -1.797751 0.01 -0.32 0.22 0.390
H -3.634674 -1.741727 -1.610658 0.08 0.21 0.13 0.361
H -3.426432 -0.722802 -0.168665 0.11 -0.14 -0.31 0.331
H -0.050247 0.665130 -3.515613 -0.18 -0.30 0.01 0.334
H -0.947359 -0.685199 -4.246849 0.05 0.16 0.15 0.363
H -1.807974 0.517310 -3.262416 0.25 -0.17 -0.09 0.389
C -1.458424 0.065195 3.336802 -0.52 0.18 -0.05 -0.731
N -0.275712 0.691606 3.912839 0.74 -0.51 -0.38 0.158
C -0.293706 1.449847 5.064862 0.13 0.10 -0.11 -0.361
C 0.985995 1.792348 5.347938 -0.29 -0.47 -0.58 -0.555
N 1.786479 1.226539 4.367858 -1.10 -0.65 -0.52 0.181
C 3.233247 1.319479 4.314392 0.70 0.21 0.19 -0.832
C 1.010388 0.515413 3.486740 -0.14 1.57 1.77 0.152
Se 1.651296 -0.442703 2.039122 0.20 -0.63 -0.18 -0.272
H -1.698337 0.479030 2.337132 0.09 -0.23 0.63 0.244
H -2.313119 0.345811 3.962619 0.22 -0.31 -0.06 0.319
H -1.352617 -1.024342 3.266526 0.03 0.37 0.17 0.288
H -1.232407 1.663145 5.550469 0.18 0.10 0.10 0.453
H 1.380231 2.370624 6.154985 0.19 0.15 0.18 0.513
H 3.546815 2.370972 4.263732 -0.19 -0.30 -0.06 0.348
H 3.677252 0.876967 5.216002 -0.20 0.02 -0.29 0.346
H 3.584605 0.786699 3.427672 -0.01 0.16 0.25 0.258
```
Positions in Å, forces in eV/Å.

- HOMO energy (alpha / beta): -0.518 / -0.520 Eh
- Energy relative to the best compared isomer or geometry (same formula, charge and spin): 0.000 eV
- Gap between HOMO and LUMO (alpha / beta): 5.22 / 5.19 eV
- Net charge: +2
- DFT total energy: -3404.9412 Eh